No. 1
The following is a quantum chemistry calculation of a 2-piece molecular cluster, C10H16 overall at a distorted geometry, from the OMol25 dataset.

The LUMO energy is 1.021 eV. For the electronic energy, the calculation gives -10629.157 eV. The calculation puts the energy above the lowest of the compared OMol25 structures with the same formula, charge and spin at 56.6 kJ/mol. As for the largest force on an atom: 2.0 eV/Å. The highest occupied orbital energy comes out at -9.0 eV. Its total charge is 0. The multiplicity is 1.

Each line ends with the Löwdin charge.
Positions of all 26 atoms, in Å:
C -2.2071 -1.4380 1.8538  -0.1087
C -0.6780 -1.2533 1.7672  -0.2011
C -0.1322 -1.2828 0.3629  -0.2466
C -0.8124 -0.6319 -0.6521  -0.0572
C -0.2809 -0.5326 -1.9373  -0.0904
C 1.0565 -0.8680 -2.1194  -0.1178
C 1.7507 -1.5635 -1.1505  -0.0815
C 1.1273 -1.7791 0.0764  -0.0467
H -2.8837 -0.8208 1.2761  0.0575
H -2.5040 -1.4482 2.9051  0.0681
H -2.4115 -2.4696 1.5381  0.0777
H -0.4273 -0.2819 2.2163  0.1061
H -0.2558 -2.0051 2.4311  0.1077
H -1.8565 -0.3309 -0.6256  0.1072
H -0.9203 -0.2018 -2.7462  0.1055
H 1.5500 -0.6392 -3.0530  0.1002
H 2.7257 -1.9624 -1.3767  0.1005
H 1.6678 -2.3194 0.8464  0.1098
C 0.6300 2.7961 0.5558  -0.1558
C 0.8092 2.5965 -0.9397  -0.1671
H 1.5250 3.1717 1.0211  0.0568
H -0.1599 3.5262 0.7307  0.0616
H 0.1951 1.9435 1.0889  0.0477
H -0.1606 2.5167 -1.4333  0.0610
H 1.4118 1.7696 -1.2871  0.0448
H 1.2408 3.5083 -1.3490  0.0607

---

No. 2
The following is a quantum chemistry calculation of C14H24N4O7PRhSTe2 as an isolated structure, from the OMol25 dataset.

The LUMO energy is 4.224 eV. For the electronic energy, the calculation gives -72926.031 eV. The calculation puts the energy above the lowest of the compared OMol25 structures with the same formula, charge and spin at 0.0 kJ/mol. As for the largest force on an atom: 0.2 eV/Å. The highest occupied orbital energy comes out at -0.6 eV. Its total charge is -2. The multiplicity is 1.

Each line ends with the Löwdin charge.
Positions of all 54 atoms, in Å:
Rh 0.2155 -0.0973 -0.5099  0.4779
O 1.1718 3.3371 4.1267  0.0819
C 2.2828 2.7214 3.7769  -0.5335
O 3.3347 2.8991 4.3618  0.0497
C 2.1904 1.7700 2.6419  -0.0711
C 3.2328 0.9754 2.1992  -0.0244
N 2.7732 0.2236 1.1934  0.0201
N 1.4871 0.4669 0.9614  -0.0690
C 1.1033 1.4085 1.8129  -0.1399
C -0.3297 1.8487 1.7374  -0.5877
O -0.7352 2.6295 2.6438  -0.0061
O -1.0010 1.3737 0.8025  -0.0438
H 0.3669 3.0628 3.5248  0.0457
H 4.2462 0.8956 2.5524  0.1346
H 3.2174 -0.6065 0.7433  -0.0898
Te 3.4013 -2.9413 0.1016  -0.2366
C 0.9556 1.4726 -1.5628  -0.2924
H 0.2851 2.3116 -1.3449  -0.0029
H 0.9605 1.2736 -2.6355  -0.0507
H 1.9754 1.7310 -1.2654  -0.0155
S -1.0262 -2.0172 0.7441  0.6106
C -0.3135 -1.7028 2.2536  -0.8352
N -0.9287 -0.8818 3.1297  0.0235
C -0.3507 -0.4347 4.3869  -0.1695
C 0.6148 -1.4922 4.8953  -0.1616
C 1.5901 -1.8505 3.7868  -0.1788
N 0.8487 -2.2529 2.6062  0.0038
H -1.7053 -0.3755 2.7302  0.1166
H -1.1610 -0.2704 5.0993  0.1182
H 0.1671 0.5196 4.2586  0.1023
H 0.0607 -2.3856 5.1959  0.1141
H 1.1538 -1.1121 5.7643  0.1120
H 2.2367 -2.6797 4.0751  0.1176
H 2.2360 -0.9940 3.5663  0.1006
H 1.3725 -2.7104 1.8542  -0.0376
C -3.0162 -3.5134 -5.0771  -0.0991
C -2.3294 -2.1622 -5.0389  -0.3792
O -2.1755 -1.7743 -3.6947  -0.3247
P -1.0923 -0.5379 -3.4069  0.6453
O -1.2796 -0.3652 -1.8880  -0.5886
Te 1.8496 -1.6653 -1.7905  0.0906
O -2.1064 0.6385 -4.0871  -0.3307
C -1.4913 1.8247 -4.5335  -0.3757
C -1.9875 3.0093 -3.7241  -0.0906
H -3.1663 -3.8432 -6.1091  0.0605
H -3.9871 -3.4558 -4.5825  0.0683
H -2.4129 -4.2555 -4.5534  0.0723
H -2.9215 -1.4143 -5.5812  0.0995
H -1.3506 -2.2235 -5.5359  0.0976
H -1.7219 1.9664 -5.5982  0.0982
H -0.3999 1.7507 -4.4496  0.0783
H -3.0752 3.0774 -3.7841  0.0662
H -1.5547 3.9427 -4.0966  0.0639
H -1.7104 2.8853 -2.6767  0.0647

---

No. 3
The following is a quantum chemistry calculation of a 3-piece molecular cluster, C8H22NO7PS2 overall, from the OMol25 dataset.

The LUMO energy is 0.550 eV. For the electronic energy, the calculation gives -55433.243 eV. The calculation puts the energy above the lowest of the compared OMol25 structures with the same formula, charge and spin at 0.0 kJ/mol. As for the largest force on an atom: 0.3 eV/Å. The highest occupied orbital energy comes out at -9.4 eV. Its total charge is 0. The multiplicity is 1.

Each line ends with the Löwdin charge.
Positions of all 41 atoms, in Å:
C 0.2781 -0.3655 0.8443  -0.0630
C 0.5309 0.1387 -0.5577  -0.2359
O -0.5444 0.9857 -1.0511  -0.2660
S -0.5867 2.4805 -0.5306  0.5569
C -1.7447 3.1017 -1.6992  -0.1235
O 0.6973 3.0767 -0.7546  -0.2884
O -1.1644 2.5326 0.7751  -0.2693
H 0.2982 0.4453 1.5707  0.0743
H 1.0503 -1.0870 1.1117  0.0855
H -0.6933 -0.8562 0.9073  0.0742
H 1.4715 0.6856 -0.6334  0.0988
H 0.5595 -0.6835 -1.2696  0.1209
H -1.3103 3.0406 -2.6928  0.0729
H -1.9355 4.1365 -1.4238  0.0759
H -2.6567 2.5155 -1.6273  0.0752
C -4.2925 -3.6658 4.0270  -0.0713
C -3.5899 -4.7003 3.1756  -0.2448
O -4.0426 -4.6937 1.7970  -0.2661
S -3.5109 -3.5276 0.8625  0.5575
C -3.9731 -4.2395 -0.6771  -0.1217
O -2.0833 -3.4722 0.9668  -0.2812
O -4.2758 -2.3404 1.0830  -0.2720
H -4.0324 -2.6529 3.7248  0.0735
H -3.9992 -3.8021 5.0683  0.0822
H -5.3739 -3.7761 3.9498  0.0851
H -2.5073 -4.5703 3.1858  0.1129
H -3.8147 -5.7086 3.5161  0.1211
H -3.4044 -5.1526 -0.8272  0.0748
H -3.7316 -3.5039 -1.4412  0.0767
H -5.0418 -4.4347 -0.6623  0.0754
H 3.5570 2.4475 -1.2062  0.0370
N 4.3316 1.9654 -0.7416  0.0864
C 5.4460 2.3469 -1.1970  -0.3537
C 5.6749 3.3962 -2.2499  -0.4010
P 6.0319 5.0627 -1.4842  0.8345
O 7.6032 5.3370 -1.9163  -0.4086
H 6.3427 1.8932 -0.7670  0.0985
H 6.5024 3.1077 -2.9034  0.0718
H 4.7813 3.4809 -2.8754  0.0702
H 5.3779 5.7913 -2.5139  -0.0667
H 7.7745 5.2647 -2.8630  0.0408